Density functional theory data (wB97M-V/def2-TZVPD) for 2 unconnected molecules or ions with the total composition C16H21Cl3FN5O7 at a distorted geometry.

The geometry in XYZ format:
```
53
Properties=species:S:1:pos:R:3:forces:R:3:mulliken_charge:R:1
C -1.2002 0.4602 3.2465 -1.072 -0.241 0.884 0.3569
H 1.3147 0.3047 0.7142 0.122 -0.010 -0.574 0.2700
Cl 0.4438 -4.8960 -1.7223 0.110 0.117 0.143 -0.0008
H -1.1277 -0.4381 1.1987 -0.074 -0.294 -0.072 0.4358
N -0.1146 -2.2617 -2.4600 0.205 0.573 0.290 -0.6210
H -2.0224 2.0305 5.1445 0.043 -0.116 -0.066 0.3767
O -1.7844 -1.1704 -4.3872 0.331 0.251 0.412 -0.4059
H -2.3004 2.0253 2.2995 0.036 -0.263 -0.126 0.1403
H 0.8751 4.3425 -1.6343 -0.004 -0.069 -0.034 0.2903
H 4.6669 -3.4735 1.4597 -0.039 -0.011 0.271 0.4457
C -0.2199 -0.8105 1.6815 0.380 -0.404 -0.107 0.2315
F -2.6219 1.4405 -4.6930 0.046 -0.906 0.012 -0.1927
O -2.3797 0.7811 -0.7312 0.692 0.047 0.016 -0.4337
H -1.0549 3.3984 4.5367 0.034 -0.111 0.234 0.3017
O -1.7895 4.0668 -2.0533 -0.068 -0.718 0.395 -0.4347
C 1.3352 -3.8961 0.5758 0.681 -0.875 -0.411 -1.1110
C -1.3449 1.7159 -4.7272 1.030 2.112 -0.601 0.6085
C -1.1203 3.7918 -1.1035 0.093 1.549 -1.095 0.6206
H 0.4431 0.9791 -4.2278 0.141 0.372 -0.504 0.3775
C -0.9087 -0.5023 -3.9261 -0.863 -0.423 -0.943 -0.0313
C 0.1620 4.5563 -0.8401 -0.253 -0.525 0.994 -1.0674
C -1.8467 2.6882 4.2977 0.067 0.343 -0.182 -1.2591
H 3.2079 -2.5613 1.9966 0.041 -0.344 0.248 0.3905
C 0.9717 -0.7276 0.6985 -1.013 0.256 1.818 -0.7345
C -1.4479 1.5180 -0.7605 -1.232 -0.202 0.169 0.6346
C 3.7188 -3.0387 1.1640 0.174 0.470 -1.271 -1.3535
H -2.7464 3.2845 4.1540 -0.064 -0.087 -0.021 0.3161
C -0.3056 -0.9702 -2.6089 0.023 -0.801 -0.652 0.8420
C -0.0906 1.1434 -1.3946 -0.485 0.771 1.254 -1.1483
O -0.9594 2.8398 -4.8414 -0.089 -0.505 0.098 -0.4537
N 0.0493 -0.2841 -1.5317 0.023 1.529 -1.022 0.2948
C 0.4026 -2.3626 -1.2208 0.027 -1.370 0.284 0.8246
H 0.9539 -4.8834 0.8204 -0.294 0.107 0.046 0.5528
O -1.9931 -0.2880 3.7146 1.073 1.278 0.659 -0.4293
H 3.1053 -4.1547 -0.6394 0.166 0.093 -0.008 0.3422
H 1.0371 -3.2574 1.4015 -0.063 0.298 -0.236 0.3026
H -0.0704 1.6398 -2.3601 0.143 -0.219 -0.191 0.5640
H 0.5762 4.3044 0.1358 0.150 -0.007 -0.078 0.3265
H -0.5789 2.3787 2.5619 -0.146 0.094 -0.102 0.1107
Cl -3.3309 -2.3374 2.9597 -0.254 -0.902 -0.800 -0.8347
Cl 3.2987 -5.6959 1.1213 -0.103 0.118 -0.218 -0.1863
N 0.7369 -3.5548 -0.7128 -0.325 0.148 0.199 -0.1098
H 1.7591 -1.3312 1.1316 0.317 -0.131 -0.674 -0.4006
O -1.5155 2.7826 -0.2180 0.857 -0.363 -0.439 -0.2357
H -0.0445 5.6224 -0.8608 -0.129 0.014 -0.108 0.3684
N -0.4306 0.6543 -4.6197 -0.867 -0.994 1.842 -0.2399
H -0.3724 -1.8594 1.9522 -0.513 0.079 0.005 0.0477
H 3.9842 -2.2492 0.4492 -0.084 0.129 0.138 0.2997
H 0.6884 1.6105 -0.7937 0.226 -0.323 -0.054 0.3336
C 2.8732 -4.0708 0.4171 -0.222 -0.383 1.292 0.4819
N 0.5241 -1.1746 -0.6052 0.430 0.337 -0.467 0.2965
O 0.0692 -0.0447 2.8369 -0.092 0.611 -0.793 -0.4278
C -1.4749 1.9352 3.0038 0.685 -0.098 0.148 0.3267
```
Forces are in eV/Å.

Summary:
LUMO energy = -2.04 eV
orbital gap = 3.561 eV